A 2-piece molecular cluster, C22H17Br2N2 overall in a non-equilibrium geometry. Source: the OMol25 dataset; level of theory: the ωB97M-V functional and the def2-TZVPD basis.

```
! wB97M-V def2-TZVPD RIJCOSX def2/J DEFGRID3
* xyz 1 1
C 0.20262 1.94222 1.80946
N -0.86844 2.30516 2.53953
N -1.85047 2.80878 2.87126
C 1.21861 1.17250 2.45649
C 2.54274 1.09705 1.93846
C 3.47622 0.22675 2.49482
C 3.14324 -0.53346 3.62894
C 1.88051 -0.38129 4.22021
C 0.94106 0.48933 3.66239
H 0.50680 2.60252 0.98672
H 2.80070 1.72359 1.07932
H 4.46589 0.11807 2.03650
H 3.86425 -1.24093 4.04210
H 1.61949 -0.95997 5.11058
H -0.02616 0.63795 4.14854
Br -5.26632 4.80292 -1.79113
C -4.20497 3.31756 -1.29000
C -4.30923 2.77381 0.00675
C -3.49228 1.72911 0.39965
C -2.49355 1.20819 -0.47222
C -1.59224 0.17526 -0.04833
C -0.85180 -0.58009 -0.96098
C -0.07124 -1.69753 -0.66349
C 0.77885 -2.36851 -1.60299
C 1.52595 -3.52284 -1.22793
C 2.40355 -4.13309 -2.11543
C 2.55957 -3.62475 -3.42254
Br 3.76904 -4.45762 -4.61957
C 1.81679 -2.50049 -3.82096
C 0.94138 -1.88233 -2.93114
C -2.45948 1.71536 -1.80103
C -3.28553 2.75873 -2.19438
H -5.02873 3.20269 0.71172
H -3.60778 1.27264 1.39065
H -1.66239 -0.19133 0.97246
H -0.96366 -0.33607 -2.01849
H -0.14450 -2.10768 0.34288
H 1.40716 -3.90827 -0.21189
H 2.97284 -5.00828 -1.80637
H 1.94270 -2.12563 -4.83462
H 0.40189 -1.00059 -3.26956
H -1.78015 1.30278 -2.54709
H -3.22294 3.17777 -3.19930
*
```

For the LUMO energy, the calculation gives -0.21049 Ha. The calculation puts the orbital gap at 4.67 eV. For the electronic energy, the calculation gives -6105.73710 Eh.